{
  "formula": "C28H26B2N11O2STa",
  "method": "the ωB97M-V functional and the def2-TZVPD basis",
  "species": ["Ta", "N", "C", "N", "C", "N", "N", "C", "N", "C", "C", "C", "C", "C", "N", "H", "H", "H", "H", "H", "H", "H", "H", "S", "C", "N", "N", "C", "C", "C", "C", "C", "C", "N", "N", "C", "C", "C", "C", "C", "C", "H", "H", "H", "H", "H", "H", "H", "H", "H", "H", "H", "O", "B", "O", "C", "C", "C", "C", "C", "C", "H", "H", "H", "H", "B", "C", "N", "H", "H", "H"],
  "xyz": [[-1.023, 1.049, 0.400], [1.884, 2.567, 2.076], [1.309, 1.755, 2.966], [1.983, 1.536, 4.080], [1.428, 0.734, 4.987], [2.118, 0.394, 6.062], [0.177, 0.238, 4.848], [-0.427, 0.468, 3.713], [0.106, 1.167, 2.687], [-1.793, -0.075, 3.595], [-2.421, -0.558, 4.742], [-3.725, -1.015, 4.645], [-4.351, -0.971, 3.409], [-3.641, -0.498, 2.314], [-2.389, -0.056, 2.399], [2.751, 2.991, 2.369], [1.419, 2.931, 1.259], [3.044, 0.764, 6.204], [1.701, -0.200, 6.760], [-1.880, -0.551, 5.675], [-4.244, -1.383, 5.516], [-5.372, -1.295, 3.290], [-4.093, -0.461, 1.331], [-2.868, 0.650, -1.167], [-2.204, -0.849, -1.846], [-2.969, -1.425, -2.753], [-2.611, -2.370, -3.541], [-1.351, -2.806, -3.948], [-1.224, -4.132, -4.374], [-0.002, -4.596, -4.821], [1.091, -3.743, -4.876], [0.957, -2.417, -4.483], [-0.251, -1.945, -4.016], [-1.121, -1.424, -1.385], [-0.500, -0.980, -0.334], [0.464, -1.878, 0.141], [0.528, -3.191, -0.347], [1.451, -4.080, 0.164], [2.322, -3.684, 1.168], [2.290, -2.377, 1.632], [1.378, -1.473, 1.121], [-3.402, -2.854, -3.970], [-2.079, -4.790, -4.343], [0.098, -5.620, -5.140], [2.041, -4.102, -5.238], [1.798, -1.745, -4.552], [-0.359, -0.906, -3.746], [-0.161, -3.497, -1.119], [1.483, -5.086, -0.221], [3.026, -4.387, 1.581], [2.982, -2.053, 2.393], [1.401, -0.444, 1.458], [1.226, 2.956, -0.774], [0.477, 1.829, -1.021], [0.682, 1.385, -2.301], [1.587, 2.251, -2.877], [2.129, 2.263, -4.147], [3.025, 3.282, -4.429], [3.357, 4.251, -3.488], [2.817, 4.241, -2.211], [1.928, 3.223, -1.929], [1.863, 1.526, -4.886], [3.478, 3.329, -5.406], [4.041, 5.038, -3.759], [3.071, 4.988, -1.477], [-2.564, 5.127, 1.850], [-2.113, 3.853, 1.262], [-1.728, 2.810, 0.851], [-1.997, 5.277, 2.882], [-3.737, 5.043, 2.006], [-2.312, 6.001, 1.089]],
  "orbital_gap_ev": [5.353, 5.349],
  "max_force_ha_per_bohr": 0.07295,
  "e_homo_ev": [-13.43, -13.43],
  "charge": 2,
  "lumo_energy_ha": [-0.2969, -0.2968],
  "de_lowest_ev": 1.0722,
  "e_tot_ev": -63670.8576
}

=====

{
  "formula": "C28H26BF3NO7PS",
  "method": "the ωB97M-V functional and the def2-TZVPD basis",
  "species": ["C", "C", "O", "C", "C", "C", "C", "C", "C", "C", "C", "C", "C", "C", "C", "S", "C", "C", "C", "C", "F", "F", "F", "C", "O", "C", "B", "O", "O", "C", "P", "N", "C", "O", "H", "H", "H", "H", "H", "H", "H", "H", "H", "H", "H", "H", "H", "H", "H", "H", "H", "H", "H", "H", "H", "H", "O", "C", "C", "C", "C", "O", "C", "C", "H", "H", "H", "H"],
  "xyz": [[-4.529, 0.314, 2.249], [-2.922, 0.521, 2.231], [-2.406, 0.807, 0.909], [-1.002, 1.206, 0.995], [-0.229, 0.897, -0.360], [0.341, 2.147, -1.132], [0.171, 3.656, -0.611], [1.450, 4.116, 0.263], [2.818, 3.390, 0.269], [4.002, 3.937, 1.141], [3.855, 5.218, 2.046], [5.142, 5.708, 2.875], [2.477, 5.921, 2.074], [1.307, 5.377, 1.185], [1.131, 1.996, -2.492], [1.856, 3.480, -3.374], [1.255, 0.535, -3.028], [0.666, -0.708, -2.258], [-0.079, -0.562, -0.876], [-0.621, -1.872, -0.188], [-1.081, -1.755, 1.136], [-1.754, -2.312, -0.961], [0.320, -2.958, -0.169], [0.888, -2.112, -3.004], [0.059, -3.045, -3.053], [2.303, -2.248, -3.780], [3.104, -3.663, -3.755], [3.547, -4.211, -5.008], [3.372, -4.290, -2.472], [2.870, -1.115, -4.454], [4.540, -1.146, -5.349], [5.732, -1.521, -4.309], [2.042, 0.275, -4.418], [1.998, 1.041, -5.406], [-4.836, -0.383, 3.121], [-4.868, -0.195, 1.273], [-5.041, 1.324, 2.430], [-2.480, -0.441, 2.693], [-2.603, 1.376, 2.945], [-0.541, 0.508, 1.800], [-0.883, 2.265, 1.399], [0.066, 4.415, -1.476], [-0.787, 3.804, 0.020], [2.952, 2.449, -0.383], [5.028, 3.415, 1.156], [4.965, 6.681, 3.446], [5.493, 4.841, 3.537], [5.976, 5.911, 2.118], [2.336, 6.849, 2.725], [0.308, 5.939, 1.233], [0.949, 3.831, -4.393], [4.430, -4.617, -4.802], [3.176, -5.244, -2.619], [4.781, 0.187, -5.869], [4.545, -2.152, -6.371], [6.167, -2.393, -4.677], [-6.137, -2.013, 4.131], [-6.065, -3.208, 3.908], [-7.267, -4.000, 3.575], [-7.188, -5.309, 3.334], [-5.895, -6.024, 3.388], [-5.823, -7.218, 3.166], [-4.692, -5.231, 3.721], [-4.771, -3.922, 3.962], [-8.206, -3.462, 3.539], [-8.059, -5.905, 3.089], [-3.753, -5.770, 3.757], [-3.901, -3.326, 4.207]],
  "orbital_gap_ev": 6.922,
  "max_force_ha_per_bohr": 0.08936,
  "e_homo_ev": -8.60,
  "smiles": "CCOCc1c(Cc2ccc(C)cc2)c(S)c2c(c1C(F)(F)F)C(=O)C(B(O)O)=C([PH2]=N)C2=O.O=C1C=CC(=O)C=C1",
  "charge": 0,
  "lumo_energy_ha": -0.0617,
  "de_lowest_ev": 11.6522,
  "e_tot_ev": -74221.7018
}

=====

{
  "formula": "C28H26IrN2O2S2",
  "method": "the ωB97M-V functional and the def2-TZVPD basis",
  "species": ["Ir", "S", "C", "C", "C", "C", "C", "C", "S", "H", "H", "H", "H", "C", "N", "C", "C", "C", "C", "C", "N", "C", "C", "C", "C", "C", "C", "H", "H", "H", "H", "H", "H", "H", "H", "H", "H", "H", "C", "C", "C", "C", "C", "C", "C", "C", "C", "C", "O", "O", "H", "H", "H", "H", "H", "H", "H", "H", "H", "H", "H"],
  "xyz": [[-0.223, -0.186, 0.016], [-1.416, -1.933, 0.818], [-0.698, -2.285, 2.384], [-0.848, -3.524, 3.000], [-0.293, -3.740, 4.249], [0.409, -2.726, 4.896], [0.563, -1.492, 4.287], [0.019, -1.276, 3.026], [0.250, 0.253, 2.177], [-1.384, -4.314, 2.487], [-0.394, -4.710, 4.718], [0.846, -2.903, 5.869], [1.119, -0.699, 4.772], [0.632, -2.751, -1.586], [0.194, -1.359, -1.624], [0.033, -0.805, -2.817], [-0.553, 0.452, -2.778], [-0.815, 1.482, -3.762], [-1.310, 2.538, -3.106], [-1.403, 2.208, -1.639], [-0.945, 0.864, -1.550], [1.999, -3.036, -0.998], [2.635, -2.233, -0.060], [3.881, -2.589, 0.441], [4.509, -3.747, 0.014], [3.879, -4.557, -0.920], [2.637, -4.201, -1.420], [0.616, -3.133, -2.609], [-0.113, -3.308, -1.014], [0.301, -1.321, -3.730], [-0.587, 1.409, -4.813], [-1.583, 3.505, -3.500], [-2.414, 2.315, -1.236], [2.169, -1.320, 0.285], [4.359, -1.949, 1.172], [5.485, -4.014, 0.398], [4.356, -5.467, -1.263], [2.152, -4.840, -2.150], [2.336, 7.679, 2.511], [1.861, 6.417, 1.845], [0.631, 5.858, 2.162], [0.156, 4.720, 1.521], [-1.162, 4.116, 1.928], [0.962, 4.130, 0.546], [2.228, 4.637, 0.237], [3.115, 3.977, -0.785], [2.651, 5.785, 0.890], [0.468, 2.926, -0.184], [-0.625, 3.201, -0.888], [1.027, 1.845, -0.104], [1.662, 7.981, 3.311], [2.391, 8.497, 1.790], [3.333, 7.548, 2.934], [0.020, 6.319, 2.931], [-1.591, 4.668, 2.764], [-1.038, 3.076, 2.239], [-1.880, 4.131, 1.108], [3.222, 2.912, -0.587], [4.103, 4.432, -0.780], [2.702, 4.083, -1.792], [3.627, 6.194, 0.652]],
  "orbital_gap_ev": [6.474, 6.446],
  "max_force_ha_per_bohr": 0.01828,
  "e_homo_ev": [-6.83, -7.29],
  "s2": 0.775,
  "spin_multiplicity": 2,
  "charge": 0,
  "lumo_energy_ha": [-0.0131, -0.0310],
  "de_lowest_ev": 2.4461,
  "e_tot_ev": -61042.7640
}